Entry 1:
Molecular formula: C9H18N5O2
Method: DFT, ωB97M-V with the def2-TZVPD basis set

Values from the calculation:
- net charge = +1
- M (g/mol) = 228.28
- E_HOMO (eV) = -12.576
- frontier orbital gap (eV) = 9.405
- relative energy (zero: lowest compared OMol25 entry of this formula, charge and spin) (kcal/mol) = 0.0
- lowest unoccupied orbital energy (eV) = -3.17

Positions of all 34 atoms, in Å:
C1 -0.773 -0.110 -0.010
C2 -0.680 1.355 -0.288
N1 0.203 2.161 0.126
C3 -1.706 2.013 -1.214
N2 -2.963 2.370 -0.536
N3 -3.249 3.661 -0.249
C4 -4.409 3.678 0.406
N4 -4.908 2.464 0.513
C5 -4.014 1.659 -0.081
N5 -4.139 0.326 -0.254
H1 -1.731 -0.390 0.425
H2 -0.650 -0.684 -0.933
H3 0.022 -0.425 0.664
H4 0.877 1.691 0.732
H5 -1.938 1.444 -2.114
H6 -1.255 2.957 -1.515
H7 -2.630 4.416 -0.509
H8 -4.860 4.590 0.763
H9 -4.026 -0.089 -1.162
H10 -4.388 -0.269 0.516
O1 0.745 -3.060 -0.192
C6 1.904 -2.921 0.097
O2 2.247 -1.835 0.829
C7 3.573 -1.644 1.356
C8 4.506 -1.012 0.347
C9 2.969 -3.876 -0.378
H11 3.963 -2.584 1.744
H12 3.427 -0.984 2.209
H13 4.657 -1.653 -0.521
H14 5.478 -0.826 0.804
H15 4.101 -0.061 0.000
H16 3.270 -3.573 -1.381
H17 2.523 -4.865 -0.442
H18 3.853 -3.922 0.250

Entry 2:
Molecular formula: C33H49Cl3ErN2O3PSi
Method: DFT, ωB97M-V with the def2-TZVPD basis set

Values from the calculation:
- M (g/mol) = 854.45
- E_HOMO (alpha / beta) (eV) = -5.935 / -5.935
- frontier orbital gap (alpha / beta) (eV) = 6.220 / 6.222
- relative energy (zero: lowest compared OMol25 entry of this formula, charge and spin) (kcal/mol) = 95.6
- lowest unoccupied orbital energy (alpha / beta) (eV) = 0.29 / 0.29
- 2S+1 = 4

Positions of all 93 atoms, in Å:
C1 -2.101 4.711 -1.100
C2 -1.853 3.719 -2.199
H1 -2.302 5.720 -1.461
H2 -1.219 4.716 -0.444
H3 -2.945 4.365 -0.492
C3 -1.422 4.038 -3.429
C4 -1.224 5.444 -3.875
H4 -1.193 3.268 -4.166
H5 -0.668 6.037 -3.134
H6 -2.178 5.953 -4.056
H7 -0.659 5.465 -4.811
Er1 0.927 -0.016 0.939
Cl1 -1.539 -0.630 1.649
Cl2 2.991 0.089 2.394
C5 -0.670 -1.849 -1.497
O1 0.253 -1.175 -0.968
N1 -0.439 -2.785 -2.437
C6 0.931 -3.176 -2.754
C7 -1.499 -3.610 -3.018
H8 -1.730 -1.717 -1.224
H9 1.593 -2.315 -2.677
H10 0.931 -3.564 -3.777
H11 1.266 -3.970 -2.070
H12 -2.478 -3.148 -2.842
H13 -1.491 -4.626 -2.582
H14 -1.324 -3.692 -4.104
H15 0.969 3.714 -1.306
H16 1.732 3.365 -4.225
C8 2.061 3.606 -1.393
C9 2.657 3.017 -3.740
N2 2.384 2.581 -2.372
H17 2.461 3.332 -0.414
C10 2.367 1.274 -1.988
O2 2.059 0.940 -0.822
H18 3.081 2.197 -4.317
H19 2.632 0.551 -2.779
H20 2.502 4.548 -1.729
H21 3.358 3.861 -3.702
O3 -1.247 2.380 -0.523
C11 -1.920 2.275 -1.671
C12 -0.458 1.040 -3.447
C13 -1.648 1.164 -2.729
H22 0.397 1.656 -3.181
C14 -0.374 0.170 -4.551
H23 -2.968 2.145 -1.340
C15 -2.737 0.390 -3.097
H24 0.561 0.095 -5.127
C16 -1.489 -0.582 -4.928
C17 -2.673 -0.468 -4.195
H25 -3.661 0.503 -2.534
H26 -1.439 -1.255 -5.801
H27 -3.558 -1.047 -4.490
Si1 -0.006 2.818 3.371
Cl3 0.851 2.429 1.248
C18 1.702 2.676 4.205
C19 -1.097 1.516 4.159
C20 -0.603 4.542 3.775
H28 2.506 2.353 3.530
H29 1.622 1.934 5.006
H30 1.972 3.646 4.635
H31 0.086 5.321 3.427
H32 -0.607 4.561 4.874
H33 -1.616 4.774 3.424
H34 -1.076 0.516 3.692
H35 -2.149 1.851 4.181
H36 -0.728 1.423 5.199
C21 3.068 -3.109 2.635
P1 1.389 -2.559 2.178
C22 0.699 -3.995 1.317
C23 1.527 -5.021 0.841
C24 0.981 -6.073 0.104
C25 -0.388 -6.103 -0.179
C26 -1.209 -5.043 0.235
C27 -0.654 -3.982 0.945
C28 0.595 -2.556 3.842
C29 -0.498 -3.370 4.165
C30 -1.128 -3.222 5.405
C31 -0.668 -2.286 6.333
C32 0.463 -1.518 6.036
C33 1.091 -1.652 4.800
H37 3.689 -3.135 1.733
H38 3.026 -4.103 3.096
H39 3.510 -2.386 3.329
H40 2.597 -4.998 1.049
H41 1.626 -6.880 -0.252
H42 -0.819 -6.944 -0.730
H43 -2.278 -5.052 0.008
H44 -1.275 -3.119 1.207
H45 -0.861 -4.109 3.454
H46 -1.987 -3.850 5.644
H47 -1.176 -2.158 7.287
H48 0.861 -0.809 6.766
H49 1.958 -1.036 4.560

Entry 3:
Molecular formula: C19H21Cl3IrN2O6SSi
Method: DFT, ωB97M-V with the def2-TZVPD basis set

Values from the calculation:
- net charge = -1
- M (g/mol) = 732.11
- E_HOMO (eV) = -4.571
- frontier orbital gap (eV) = 6.939
- relative energy (zero: lowest compared OMol25 entry of this formula, charge and spin) (kcal/mol) = 0.5
- lowest unoccupied orbital energy (eV) = 2.37

Positions of all 54 atoms, in Å:
Ir1 0.347 0.753 0.644
O1 -0.286 4.046 1.365
S1 -1.110 2.873 1.579
O2 -2.338 3.113 2.301
O3 -0.269 1.787 2.332
O4 -1.359 2.138 0.271
C1 1.188 2.107 -2.878
Si1 1.610 0.356 -2.346
C2 1.779 -0.639 -3.945
C3 3.337 0.243 -1.616
N1 0.444 -0.220 -1.205
C4 -0.689 -0.957 -1.437
C5 -1.088 -1.492 -2.675
C6 -2.252 -2.231 -2.823
C7 -3.089 -2.472 -1.747
C8 -2.737 -1.957 -0.503
C9 -1.573 -1.236 -0.375
O5 -1.169 -0.697 0.865
C10 -1.925 -0.988 2.013
C11 -2.798 -0.040 2.504
C12 -3.522 -0.349 3.648
C13 -3.383 -1.586 4.261
C14 -2.517 -2.532 3.730
C15 -1.777 -2.234 2.596
H1 2.004 2.571 -3.440
H2 0.925 2.753 -2.040
H3 0.311 2.070 -3.532
H4 2.733 -0.351 -4.397
H5 0.998 -0.436 -4.679
H6 1.815 -1.715 -3.762
H7 4.035 0.812 -2.237
H8 3.653 -0.804 -1.645
H9 3.437 0.576 -0.585
H10 -0.472 -1.314 -3.542
H11 -2.508 -2.611 -3.804
H12 -4.006 -3.033 -1.862
H13 -3.375 -2.111 0.356
H14 -2.898 0.923 2.024
H15 -4.191 0.395 4.059
H16 -3.953 -1.815 5.153
H17 -2.412 -3.502 4.199
H18 -1.109 -2.958 2.151
Cl1 4.926 3.332 1.256
C16 3.517 3.926 0.355
Cl2 2.883 5.396 1.095
Cl3 3.974 4.235 -1.334
C17 2.490 2.900 0.380
N2 1.677 2.102 0.417
C18 1.564 -1.914 1.394
C19 1.804 -0.409 1.361
O6 2.844 0.014 1.829
H19 2.523 -2.427 1.477
H20 1.019 -2.254 0.513
H21 0.970 -2.141 2.281

Entry 4:
Molecular formula: C16H21N3O3S
Method: DFT, ωB97M-V with the def2-TZVPD basis set

Values from the calculation:
- M (g/mol) = 335.43
- E_HOMO (eV) = -8.090
- frontier orbital gap (eV) = 8.434
- relative energy (zero: lowest compared OMol25 entry of this formula, charge and spin) (kcal/mol) = 157.4
- lowest unoccupied orbital energy (eV) = 0.34

Positions of all 44 atoms, in Å:
C1 2.745 -2.160 -0.035
C2 1.920 -1.496 1.021
C3 3.773 -1.310 -0.777
C4 3.178 -0.121 -1.350
C5 3.022 -1.606 -3.648
C6 -0.431 -0.632 1.288
C7 -0.710 -1.144 2.697
C8 -1.697 -0.734 0.467
C9 -2.446 0.498 0.587
C10 -3.474 0.753 1.400
C11 -2.007 1.718 -0.127
C12 -2.998 2.565 0.210
C13 -1.173 1.873 -1.207
C14 -3.103 3.830 -0.330
C15 -1.296 3.128 -1.872
C16 -2.232 4.074 -1.431
H1 1.275 -2.504 -1.401
H2 1.586 -3.776 -0.413
H3 3.418 -2.790 0.547
H4 4.552 -1.152 0.032
H5 4.275 -1.955 -1.501
H6 2.762 0.352 -0.494
H7 3.953 0.411 -1.976
H8 4.242 -1.217 -3.558
H9 2.708 -2.735 -2.830
H10 2.621 -1.366 -4.779
H11 0.363 -2.146 -0.083
H12 -0.029 0.362 1.495
H13 -1.351 -0.915 -0.504
H14 -2.213 -1.568 0.812
H15 -4.042 0.035 2.084
H16 -4.021 2.740 1.958
H17 -0.706 0.986 -1.679
H18 -3.905 4.530 -0.077
H19 -0.781 3.463 -2.720
H20 -2.219 5.122 -1.694
H21 1.109 -0.827 3.148
N1 1.986 -3.094 -0.934
N2 0.670 -1.459 0.625
N3 -3.805 1.994 1.109
O1 2.481 -0.877 2.016
O2 -1.745 -1.751 2.974
O3 0.243 -0.843 3.615
S1 1.761 -0.300 -2.636

Entry 5:
Molecular formula: C15H23ClN2OPb
Method: DFT, ωB97M-V with the def2-TZVPD basis set

Values from the calculation:
- net charge = +2
- M (g/mol) = 490.01
- E_HOMO (alpha / beta) (eV) = -14.891 / -14.755
- frontier orbital gap (alpha / beta) (eV) = 4.122 / 3.907
- relative energy (zero: lowest compared OMol25 entry of this formula, charge and spin) (kcal/mol) = 2.7
- lowest unoccupied orbital energy (alpha / beta) (eV) = -10.77 / -10.85

Positions of all 43 atoms, in Å:
C1 -4.185 -3.975 0.043
C2 -4.710 -4.057 1.472
C3 -5.331 -3.653 -0.910
C4 -3.561 -5.315 -0.331
Cl1 -3.001 -2.711 -0.088
H1 -6.080 -4.442 -0.846
H2 -4.976 -3.581 -1.938
H3 -5.796 -2.702 -0.649
H4 -5.483 -4.827 1.504
H5 -5.127 -3.102 1.793
H6 -3.902 -4.334 2.149
H7 -4.344 -6.075 -0.289
H8 -2.778 -5.571 0.382
H9 -3.128 -5.285 -1.332
C5 -0.435 2.779 1.298
C6 -0.976 2.618 -0.029
C7 -2.008 1.633 0.043
H10 -0.713 3.220 -0.909
C8 -2.108 1.183 1.390
C9 -1.160 1.899 2.176
H11 -1.035 1.834 3.266
H12 0.309 3.521 1.613
H13 -2.653 1.320 -0.783
H14 -2.827 0.443 1.755
C10 2.401 -0.800 -1.655
C11 1.996 0.465 -2.200
C12 0.616 0.349 -2.559
H15 2.663 1.298 -2.452
C13 0.194 -0.985 -2.295
C14 1.283 -1.690 -1.721
H16 1.282 -2.744 -1.440
H17 3.411 -1.059 -1.339
H18 0.012 1.124 -3.026
H19 -0.767 -1.426 -2.558
Pb1 0.851 0.428 0.475
N1 4.755 1.908 1.364
C15 3.493 2.186 1.002
N2 3.257 3.091 0.030
O1 2.541 1.525 1.539
H20 5.565 2.417 1.025
H21 4.872 1.104 1.966
H22 2.295 3.317 -0.191
H23 3.983 3.697 -0.328

Entry 6:
Molecular formula: H3N3OS
Method: DFT, ωB97M-V with the def2-TZVPD basis set

Values from the calculation:
- M (g/mol) = 93.11
- E_HOMO (alpha / beta) (eV) = -8.235 / -8.640
- frontier orbital gap (alpha / beta) (eV) = 6.587 / 8.036
- relative energy (zero: lowest compared OMol25 entry of this formula, charge and spin) (kcal/mol) = 122.8
- lowest unoccupied orbital energy (alpha / beta) (eV) = -1.65 / -0.60

Positions of all 8 atoms, in Å:
N1 -2.600 0.330 0.106
N2 -1.462 0.778 -0.016
N3 2.018 -0.390 -0.039
O1 -0.322 0.386 0.001
S1 2.008 1.235 -0.125
H1 -2.803 -0.645 -0.109
H2 1.573 -0.941 -0.684
H3 1.589 -0.753 0.866

Entry 7:
Molecular formula: C28H61AlCl2NO7
Method: DFT, ωB97M-V with the def2-TZVPD basis set

Values from the calculation:
- net charge = -1
- M (g/mol) = 621.68
- E_HOMO (eV) = -4.898
- frontier orbital gap (eV) = 7.113
- lowest unoccupied orbital energy (eV) = 2.22

Positions of all 100 atoms, in Å:
C1 -6.068 1.827 4.143
C2 -6.832 0.963 3.101
C3 -6.417 -0.487 3.249
O1 -6.587 -1.018 4.270
O2 -5.849 -1.150 2.224
C4 -4.463 -0.751 1.989
C5 -3.525 -0.855 3.160
Al1 -1.788 0.085 2.588
N1 -2.126 1.946 2.755
C6 -1.162 -0.496 0.746
C7 -1.115 0.619 -0.325
C8 0.318 1.027 -0.697
C9 0.916 -0.019 -1.654
C10 2.233 0.404 -2.368
C11 2.786 1.727 -1.877
O3 4.090 1.950 -2.471
C12 4.766 2.995 -1.983
C13 3.994 4.185 -1.439
O4 5.937 3.021 -1.998
C14 -0.312 -0.338 3.989
Cl1 1.353 -0.368 3.232
C15 -0.604 -1.671 4.722
C16 0.639 -2.334 5.345
Cl2 -1.724 -1.284 6.076
H1 -5.333 2.462 3.657
H2 -5.599 1.191 4.883
H3 -6.782 2.463 4.662
H4 -7.881 1.008 3.375
H5 -6.735 1.354 2.091
H6 -4.404 0.239 1.522
H7 -4.099 -1.440 1.232
H8 -3.292 -1.896 3.384
H9 -3.857 -0.324 4.049
H10 -1.485 2.420 3.380
H11 -2.176 2.440 1.872
H12 -0.160 -0.918 0.862
H13 -1.797 -1.314 0.390
H14 -1.595 0.233 -1.230
H15 -1.670 1.521 -0.053
H16 0.242 1.995 -1.196
H17 0.947 1.079 0.189
H18 1.052 -0.950 -1.107
H19 0.180 -0.242 -2.424
H20 1.991 0.518 -3.421
H21 3.001 -0.361 -2.265
H22 2.871 1.760 -0.797
H23 2.124 2.498 -2.258
H24 3.124 4.407 -2.056
H25 3.628 3.984 -0.435
H26 4.608 5.072 -1.465
H27 -0.285 0.438 4.753
H28 -1.038 -2.356 4.002
H29 1.145 -2.975 4.628
H30 1.318 -1.570 5.709
H31 0.279 -2.914 6.192
C17 2.623 -5.996 1.306
C18 3.272 -5.195 2.422
O5 2.549 -5.219 3.639
C19 2.353 -6.487 4.232
C20 3.642 -7.211 4.583
H32 1.609 -5.639 1.121
H33 3.202 -5.898 0.386
H34 2.559 -7.059 1.548
H35 3.321 -4.147 2.127
H36 4.306 -5.520 2.586
H37 1.716 -7.112 3.595
H38 1.788 -6.303 5.146
H39 4.242 -7.431 3.698
H40 3.421 -8.158 5.079
H41 4.253 -6.600 5.250
C21 -0.784 6.247 -3.875
C22 0.186 6.116 -2.714
O6 1.481 6.626 -2.987
C23 1.558 8.000 -3.315
C24 1.043 8.924 -2.225
H42 -0.388 5.747 -4.760
H43 -1.743 5.796 -3.617
H44 -0.967 7.290 -4.140
H45 0.325 5.059 -2.482
H46 -0.222 6.580 -1.809
H47 1.048 8.194 -4.265
H48 2.616 8.206 -3.485
H49 -0.017 8.767 -2.023
H50 1.175 9.966 -2.520
H51 1.584 8.753 -1.292
C25 0.439 -4.324 -4.007
C26 -0.377 -3.049 -4.124
O7 0.318 -1.985 -4.757
C27 0.746 -2.220 -6.083
C28 -0.384 -2.524 -7.053
H52 1.365 -4.135 -3.463
H53 -0.131 -5.088 -3.475
H54 0.708 -4.730 -4.984
H55 -0.626 -2.694 -3.123
H56 -1.329 -3.236 -4.634
H57 1.503 -3.013 -6.105
H58 1.250 -1.305 -6.399
H59 -0.914 -3.440 -6.788
H60 0.008 -2.647 -8.063
H61 -1.112 -1.711 -7.056

Entry 8:
Molecular formula: C4H7F3INS
Method: DFT, ωB97M-V with the def2-TZVPD basis set

Values from the calculation:
- M (g/mol) = 285.07
- E_HOMO (eV) = -8.962
- frontier orbital gap (eV) = 8.896
- lowest unoccupied orbital energy (eV) = -0.07

Positions of all 17 atoms, in Å:
C1 2.312 -1.199 -0.134
C2 -0.875 0.773 -0.972
C3 1.468 -1.656 0.784
C4 -1.941 1.077 0.047
N1 0.369 0.815 -0.264
F1 -3.218 1.275 -0.368
F2 -2.023 0.147 0.996
F3 -1.673 2.226 0.646
S1 -0.085 -2.512 0.625
I1 1.403 -0.459 2.628
H1 2.831 -0.353 -0.023
H2 2.056 -1.420 -1.195
H3 0.989 0.404 -1.127
H4 -0.853 1.538 -1.907
H5 -1.069 -0.194 -1.303
H6 0.839 1.671 -0.264
H7 -0.530 -2.136 1.831

Copy entry 3 word for word.
Molecular formula: C19H21Cl3IrN2O6SSi
Method: DFT, ωB97M-V with the def2-TZVPD basis set

Values from the calculation:
- net charge = -1
- M (g/mol) = 732.11
- E_HOMO (eV) = -4.571
- frontier orbital gap (eV) = 6.939
- relative energy (zero: lowest compared OMol25 entry of this formula, charge and spin) (kcal/mol) = 0.5
- lowest unoccupied orbital energy (eV) = 2.37

Positions of all 54 atoms, in Å:
Ir1 0.347 0.753 0.644
O1 -0.286 4.046 1.365
S1 -1.110 2.873 1.579
O2 -2.338 3.113 2.301
O3 -0.269 1.787 2.332
O4 -1.359 2.138 0.271
C1 1.188 2.107 -2.878
Si1 1.610 0.356 -2.346
C2 1.779 -0.639 -3.945
C3 3.337 0.243 -1.616
N1 0.444 -0.220 -1.205
C4 -0.689 -0.957 -1.437
C5 -1.088 -1.492 -2.675
C6 -2.252 -2.231 -2.823
C7 -3.089 -2.472 -1.747
C8 -2.737 -1.957 -0.503
C9 -1.573 -1.236 -0.375
O5 -1.169 -0.697 0.865
C10 -1.925 -0.988 2.013
C11 -2.798 -0.040 2.504
C12 -3.522 -0.349 3.648
C13 -3.383 -1.586 4.261
C14 -2.517 -2.532 3.730
C15 -1.777 -2.234 2.596
H1 2.004 2.571 -3.440
H2 0.925 2.753 -2.040
H3 0.311 2.070 -3.532
H4 2.733 -0.351 -4.397
H5 0.998 -0.436 -4.679
H6 1.815 -1.715 -3.762
H7 4.035 0.812 -2.237
H8 3.653 -0.804 -1.645
H9 3.437 0.576 -0.585
H10 -0.472 -1.314 -3.542
H11 -2.508 -2.611 -3.804
H12 -4.006 -3.033 -1.862
H13 -3.375 -2.111 0.356
H14 -2.898 0.923 2.024
H15 -4.191 0.395 4.059
H16 -3.953 -1.815 5.153
H17 -2.412 -3.502 4.199
H18 -1.109 -2.958 2.151
Cl1 4.926 3.332 1.256
C16 3.517 3.926 0.355
Cl2 2.883 5.396 1.095
Cl3 3.974 4.235 -1.334
C17 2.490 2.900 0.380
N2 1.677 2.102 0.417
C18 1.564 -1.914 1.394
C19 1.804 -0.409 1.361
O6 2.844 0.014 1.829
H19 2.523 -2.427 1.477
H20 1.019 -2.254 0.513
H21 0.970 -2.141 2.281

Q: Among the records above, which one has the lowest M?
A: H3N3OS

Q: What is the formula in the first record?
A: C9H18N5O2

Please write out number 8 again, unchanged.
Molecular formula: C4H7F3INS
Method: DFT, ωB97M-V with the def2-TZVPD basis set

Values from the calculation:
- M (g/mol) = 285.07
- E_HOMO (eV) = -8.962
- frontier orbital gap (eV) = 8.896
- lowest unoccupied orbital energy (eV) = -0.07

Positions of all 17 atoms, in Å:
C1 2.312 -1.199 -0.134
C2 -0.875 0.773 -0.972
C3 1.468 -1.656 0.784
C4 -1.941 1.077 0.047
N1 0.369 0.815 -0.264
F1 -3.218 1.275 -0.368
F2 -2.023 0.147 0.996
F3 -1.673 2.226 0.646
S1 -0.085 -2.512 0.625
I1 1.403 -0.459 2.628
H1 2.831 -0.353 -0.023
H2 2.056 -1.420 -1.195
H3 0.989 0.404 -1.127
H4 -0.853 1.538 -1.907
H5 -1.069 -0.194 -1.303
H6 0.839 1.671 -0.264
H7 -0.530 -2.136 1.831